A molecular structure, C46H43BrNO4S3Zr at a distorted geometry. Source: the OMol25 dataset; level of theory: the ωB97M-V functional and the def2-TZVPD basis.

Maximum force in eV/Å: 2.30
HOMO-LUMO gap in hartree: 0.3135
Molar mass in g/mol: 941.2
Total charge: +1
HOMO level in eV: -10.99

Geometry as XYZ:
```
99
Properties=species:S:1:pos:R:3:forces:R:3
Zr 0.617013 -0.034525 0.278208 0.844 0.949 1.912
C 1.440791 -0.585812 3.920852 0.002 -0.042 0.016
C 0.722830 0.721237 4.221909 0.039 0.057 -0.005
S -0.181630 1.414676 2.806792 -0.133 -0.119 -0.053
C 0.355752 3.137671 2.818987 -0.039 -0.006 -0.021
C 1.834613 3.375641 2.552913 0.015 -0.011 0.011
S 2.401473 2.516817 1.062282 -0.088 -0.034 -0.105
C 3.895403 1.695649 1.668451 0.023 0.029 -0.010
C 3.712960 0.713629 2.817250 -0.077 -0.007 0.007
S 2.506241 -0.599155 2.460420 0.001 -0.001 -0.031
H 2.035488 -0.879708 4.786924 -0.001 -0.014 -0.010
H 0.725814 -1.385561 3.722840 0.007 0.008 -0.023
H 0.012490 0.546920 5.030610 -0.007 0.005 -0.018
H 1.421521 1.480120 4.573882 -0.003 0.009 -0.023
H -0.241938 3.602266 2.035802 -0.027 -0.006 -0.036
H 0.064228 3.594796 3.765769 -0.011 -0.020 -0.002
H 1.999368 4.446092 2.425118 0.006 -0.009 -0.019
H 2.441223 3.058292 3.400435 0.008 -0.012 -0.022
H 4.298572 1.190593 0.789895 -0.032 -0.005 -0.005
H 4.622402 2.454669 1.962187 -0.010 0.008 -0.019
H 4.671723 0.238728 3.027018 -0.015 -0.017 0.005
H 3.410099 1.227236 3.728685 -0.032 -0.023 -0.004
O -0.307531 -1.296033 1.440466 -0.407 -0.065 -0.402
C -1.160205 -2.391886 1.163393 0.142 -0.294 0.008
C -0.601140 -3.100872 -0.087335 0.043 -0.144 -0.070
C -0.741907 -2.351171 -1.387184 -0.068 -0.063 -0.146
C -1.316188 -2.978356 -2.485272 0.002 0.064 0.100
C -1.420733 -2.301034 -3.685065 0.007 0.020 0.002
C -0.974539 -0.993675 -3.766340 0.025 0.067 0.084
C -0.421320 -0.395436 -2.646275 -0.196 -0.099 -0.105
C 0.015729 1.043057 -2.671855 0.155 0.028 -0.122
C -0.746727 1.915617 -1.641286 -0.006 -0.074 -0.156
O -0.645822 1.294842 -0.371750 0.086 0.236 -0.090
C -2.199030 1.971200 -2.097061 -0.041 0.052 0.008
C -3.076063 0.952722 -1.745660 0.004 -0.036 0.073
C -4.369974 0.937747 -2.247298 -0.044 -0.018 -0.009
C -4.796397 1.935587 -3.110365 0.007 0.011 -0.017
C -3.922269 2.953542 -3.467591 -0.028 -0.010 -0.004
C -2.630138 2.970215 -2.964906 -0.018 0.005 -0.007
C -0.134586 3.304094 -1.494586 -0.086 0.026 -0.046
C 0.954354 3.764651 -2.218528 0.028 -0.069 -0.024
C 1.472395 5.034562 -1.982873 0.013 0.023 0.011
C 0.903232 5.855440 -1.025302 0.038 0.012 -0.029
C -0.199996 5.407256 -0.307646 -0.035 -0.009 0.047
C -0.713795 4.144658 -0.544941 -0.009 0.034 0.015
N -0.287825 -1.085990 -1.493088 -0.198 -0.216 -0.194
C -2.590543 -1.919952 0.924982 -0.064 -0.037 0.122
C -3.518235 -2.779826 0.339305 0.011 0.004 0.002
C -4.837080 -2.391309 0.173580 -0.021 -0.012 -0.016
C -5.254699 -1.138782 0.603530 -0.017 0.016 0.024
C -4.341746 -0.281007 1.193323 0.023 0.001 0.020
C -3.016452 -0.668416 1.352162 -0.033 -0.047 -0.025
C -1.093888 -3.298629 2.401308 -0.002 0.022 -0.005
C -1.745553 -2.878376 3.559903 -0.010 -0.003 0.007
C -1.635646 -3.597735 4.738549 -0.033 0.043 0.014
C -0.875335 -4.757965 4.779786 0.023 -0.040 0.006
C -0.226874 -5.186726 3.633982 0.005 -0.010 0.019
C -0.331884 -4.459957 2.453958 0.003 0.030 -0.055
H 0.460680 -3.287726 0.083237 -0.001 -0.006 0.006
H -1.081753 -4.070654 -0.215066 0.014 0.025 0.010
H -1.678272 -3.992060 -2.387562 0.004 -0.001 0.008
H -1.863065 -2.782079 -4.547368 0.002 -0.001 -0.004
H -1.070886 -0.424696 -4.680062 0.000 0.008 0.003
H 1.090699 1.102476 -2.480092 -0.068 -0.004 0.023
H -0.160329 1.438946 -3.672239 0.025 0.003 0.016
H -2.755456 0.174394 -1.062377 -0.036 0.075 -0.070
H -5.044181 0.141559 -1.955880 0.021 0.028 -0.014
H -5.805678 1.923660 -3.500472 -0.001 0.006 -0.001
H -4.247814 3.741672 -4.134130 -0.005 -0.007 -0.001
H -1.959258 3.773933 -3.244556 0.006 -0.011 0.005
H 1.422803 3.147861 -2.975699 -0.028 0.011 0.027
H 2.323337 5.378557 -2.556152 0.001 0.002 0.001
H 1.302842 6.845248 -0.847185 0.004 -0.005 -0.004
H -0.668349 6.052721 0.425852 0.003 -0.006 -0.008
H -1.586762 3.798419 -0.002850 -0.003 -0.003 0.001
H -3.220311 -3.772533 0.024018 -0.004 -0.004 0.011
H -5.543919 -3.072127 -0.283004 0.001 -0.001 0.002
H -6.286999 -0.837676 0.481463 -0.001 0.003 -0.002
H -4.654635 0.700011 1.527520 -0.003 -0.002 -0.002
H -2.313492 0.013449 1.807482 0.014 0.010 0.015
H -2.354994 -1.983533 3.537831 0.000 0.012 -0.008
H -2.155602 -3.257701 5.625227 -0.001 -0.002 -0.005
H -0.796397 -5.325898 5.697369 0.005 -0.003 -0.005
H 0.366851 -6.091349 3.652118 0.001 0.001 -0.002
H 0.199310 -4.818298 1.582873 -0.004 0.004 -0.021
Br 2.716825 -3.914495 -2.310358 -0.023 0.060 0.054
C 3.947575 -2.496759 -2.551934 0.013 0.100 0.001
C 4.994394 -2.743736 -3.428342 -0.056 -0.019 0.037
C 5.911045 -1.747152 -3.716425 0.040 0.043 -0.005
C 5.780316 -0.486959 -3.150353 0.048 -0.011 -0.043
C 4.731679 -0.237446 -2.288526 0.001 0.004 0.042
C 3.812130 -1.235427 -1.959009 -0.026 -0.163 -0.029
C 2.748268 -0.865581 -0.998949 0.141 -0.166 0.034
O 2.097332 -1.689585 -0.315081 0.026 -0.183 -0.244
O 2.465848 0.376830 -0.837983 0.118 0.021 -0.411
H 5.081518 -3.717756 -3.888469 -0.003 0.001 0.006
H 6.724460 -1.957882 -4.397780 0.006 0.005 0.001
H 6.489298 0.295251 -3.383464 0.002 -0.002 -0.007
H 4.602917 0.741788 -1.846876 0.001 -0.010 -0.007
```
Positions in Å, forces in eV/Å.

For each atom in turn, the Löwdin charge in e is:
1. Zr 1.69
2. C -0.48
3. C -0.46
4. S 0.89
5. C -0.49
6. C -0.48
7. S 0.90
8. C -0.50
9. C -0.47
10. S 0.92
11. H 0.09
12. H 0.06
13. H 0.09
14. H 0.07
15. H 0.05
16. H 0.09
17. H 0.09
18. H 0.07
19. H 0.06
20. H 0.09
21. H 0.09
22. H 0.07
23. O -0.38
24. C -0.42
25. C -0.07
26. C -0.22
27. C 0.00
28. C -0.01
29. C 0.02
30. C -0.22
31. C -0.05
32. C -0.43
33. O -0.34
34. C -0.15
35. C -0.02
36. C -0.06
37. C -0.08
38. C -0.07
39. C -0.02
40. C -0.18
41. C -0.03
42. C -0.07
43. C -0.08
44. C -0.07
45. C -0.05
46. N 0.06
47. C -0.16
48. C -0.02
49. C -0.06
50. C -0.09
51. C -0.07
52. C -0.05
53. C -0.14
54. C -0.03
55. C -0.07
56. C -0.08
57. C -0.07
58. C -0.02
59. H 0.11
60. H 0.12
61. H 0.12
62. H 0.12
63. H 0.13
64. H 0.11
65. H 0.14
66. H 0.10
67. H 0.10
68. H 0.11
69. H 0.11
70. H 0.12
71. H 0.11
72. H 0.11
73. H 0.11
74. H 0.11
75. H 0.13
76. H 0.12
77. H 0.11
78. H 0.11
79. H 0.11
80. H 0.06
81. H 0.12
82. H 0.11
83. H 0.11
84. H 0.11
85. H 0.11
86. Br 0.84
87. C -0.58
88. C -0.12
89. C -0.05
90. C -0.06
91. C -0.01
92. C -0.15
93. C -0.59
94. O -0.16
95. O -0.22
96. H 0.10
97. H 0.12
98. H 0.11
99. H 0.12

A molecular structure, C46H43CoN5O3S2Si. Source: the OMol25 dataset; level of theory: the ωB97M-V functional and the def2-TZVPD basis.

Maximum force in eV/Å: 0.85
HOMO-LUMO gap (spin up / spin down) in hartree: 0.1935 / 0.1532
2S+1: 5
Molar mass in g/mol: 865.0
Total charge: -1
HOMO level (spin up / spin down) in eV: -3.03 / -4.66

Geometry as XYZ:
```
101
Properties=species:S:1:pos:R:3:forces:R:3
Co 0.081976 0.630139 -0.058894 -0.656 -0.257 0.032
C 0.012082 2.627593 3.731449 -0.027 -0.015 0.103
C -0.782668 1.354453 3.855112 -0.025 0.000 -0.009
C -1.645253 1.223998 4.964619 -0.035 -0.071 -0.014
C -2.301431 -0.006033 5.229865 0.095 0.210 -0.024
C -2.150404 -1.052886 4.395420 0.007 -0.064 -0.131
C -1.383308 -0.998918 3.095021 0.111 -0.006 -0.044
C -2.484235 -1.215031 2.025372 0.007 0.012 -0.061
C -0.633283 0.330664 2.944093 0.261 -0.269 -0.038
N 0.340379 0.438144 1.902438 -0.065 0.263 0.598
C 1.639426 0.479805 2.303447 -0.237 -0.077 0.178
O 2.098230 0.296150 3.439583 -0.132 0.113 -0.289
C 2.553899 0.747485 1.147028 -0.203 0.034 -0.209
C 3.932015 0.796992 1.202833 0.171 -0.003 0.060
C 4.636605 1.023306 0.026927 -0.109 0.012 -0.062
C 3.945505 1.193505 -1.171427 0.304 0.077 0.002
C 2.571822 1.128477 -1.153706 -0.274 0.033 0.186
N 1.909951 0.915379 -0.011628 0.720 -0.037 0.101
C 1.664711 1.287782 -2.339167 -0.063 0.074 -0.132
O 2.123971 1.574025 -3.455004 -0.151 -0.099 0.271
N 0.379069 1.110387 -1.980265 0.262 0.085 -0.339
C -0.579184 1.346336 -3.005586 -0.066 -0.045 0.033
C -0.895168 0.357957 -3.950716 -0.091 -0.046 -0.001
C -0.094752 -0.910344 -4.025044 0.052 0.162 -0.068
C -1.948729 0.581607 -4.840466 0.029 0.033 0.052
C -2.655278 1.777287 -4.831260 0.039 -0.085 0.049
C -2.289363 2.773197 -3.936988 -0.046 0.035 -0.028
C -1.256118 2.573249 -3.028118 0.034 0.143 0.038
C -0.847822 3.680872 -2.093467 -0.023 -0.033 -0.149
H -0.519958 3.467071 4.192475 0.050 -0.104 -0.044
H 0.207536 2.870709 2.690469 0.007 0.030 -0.027
H 0.982483 2.515944 4.226122 -0.060 -0.013 -0.043
H -1.767587 2.065730 5.641063 0.029 -0.106 -0.077
H -2.928618 -0.103595 6.110822 0.024 0.023 -0.044
H -2.685204 -1.978652 4.584766 0.048 0.046 -0.011
H -2.996146 -2.163120 2.223182 0.066 0.042 -0.023
H -2.075781 -1.253741 1.016083 -0.022 0.068 0.099
H -3.215832 -0.403502 2.074939 0.034 -0.071 0.026
H 4.418536 0.641580 2.157657 -0.030 0.002 -0.051
H 5.719219 1.055671 0.039380 -0.022 -0.007 0.000
H 4.446328 1.366428 -2.117192 -0.051 -0.027 0.079
H 0.006295 -1.362699 -3.042350 0.037 0.049 -0.049
H 0.911159 -0.681940 -4.393210 -0.060 -0.023 0.018
H -0.566758 -1.635479 -4.691383 0.036 0.039 0.046
H -2.203383 -0.197374 -5.554724 0.023 0.066 0.066
H -3.477026 1.934039 -5.522394 0.058 -0.003 0.025
H -2.812518 3.726564 -3.937858 0.034 -0.089 0.009
H -1.623625 4.445959 -2.026269 0.024 -0.025 -0.028
H 0.076248 4.150628 -2.450373 -0.047 -0.047 0.031
H -0.640004 3.303013 -1.095502 -0.050 -0.040 0.030
C 2.076821 6.955576 -0.380288 -0.178 -0.072 0.123
O 0.770284 6.787084 0.211180 0.199 0.083 -0.099
C 0.429176 5.583988 0.644773 0.265 0.662 -0.460
S -1.101981 5.312167 1.218318 -0.226 -0.210 0.219
S 1.362267 4.230428 0.614266 0.149 -0.383 0.133
H 2.854719 6.844581 0.370171 0.015 -0.039 0.114
H 2.079442 7.963397 -0.776620 -0.031 0.085 -0.005
H 2.242171 6.237347 -1.179152 -0.089 -0.093 -0.042
C -1.964881 -4.239394 -3.409033 0.036 0.023 0.029
C -0.633950 -4.509725 -3.114763 0.051 0.080 0.115
C 0.010951 -3.826579 -2.084019 -0.161 0.099 -0.011
C -0.639445 -2.840208 -1.318635 0.137 -0.392 -0.119
C -1.991159 -2.623385 -1.620313 0.012 -0.135 0.007
C -2.648244 -3.301584 -2.644107 0.056 0.058 0.079
Si 0.253368 -1.764558 0.028039 -0.018 -0.189 -0.448
C 2.100294 -2.214590 -0.210353 0.238 -0.038 0.030
C 2.900256 -2.622424 0.869333 0.045 -0.010 -0.087
C 4.264097 -2.867678 0.722347 -0.096 0.028 -0.016
C 4.872476 -2.713228 -0.517281 -0.066 0.008 -0.009
C 4.110628 -2.291248 -1.602434 -0.133 0.005 0.049
C 2.751191 -2.034796 -1.443957 0.082 -0.024 0.107
C -0.134373 -2.775581 1.616243 -0.086 -0.094 0.198
C -0.158300 -4.140712 1.467025 -0.114 -0.022 0.200
C -0.355044 -5.051773 2.528570 0.035 0.111 0.003
C -0.520268 -4.555416 3.847143 -0.016 -0.074 -0.146
C -0.502250 -3.224105 4.085671 0.026 0.132 -0.080
C -0.300705 -2.185803 3.010573 -0.103 -0.028 -0.011
H -2.465528 -4.756615 -4.221187 0.024 0.019 0.057
H -0.092268 -5.254964 -3.692352 -0.039 0.082 0.065
H 1.054664 -4.052935 -1.883592 -0.080 0.028 -0.012
H -2.559929 -1.921204 -1.019498 -0.003 0.088 -0.033
H -3.695858 -3.094898 -2.847432 0.087 -0.009 0.031
H 2.448539 -2.750030 1.851264 0.056 -0.023 -0.124
H 4.852388 -3.180211 1.580674 -0.057 0.025 -0.057
H 5.932144 -2.915410 -0.637600 -0.053 0.021 0.008
H 4.576939 -2.146409 -2.573160 -0.041 -0.012 0.071
H 2.185323 -1.675223 -2.301865 0.031 -0.059 0.058
H -0.019912 -4.557229 0.473666 -0.003 -0.002 0.048
H -0.352538 -6.120041 2.339851 -0.027 0.090 0.002
H -0.649380 -5.251160 4.672648 0.035 0.060 -0.061
H -0.577526 -2.861510 5.105386 0.008 -0.009 -0.059
H 0.642796 -1.685334 3.283501 0.015 0.045 -0.057
N -2.773582 0.809554 -0.992096 0.017 -0.243 -0.179
C -3.934222 1.455750 -0.810051 -0.098 0.017 0.025
C -3.800954 2.196932 0.342803 0.125 0.094 0.090
C -2.487117 1.937295 0.776353 -0.131 0.062 0.200
N -1.877935 1.088531 -0.041999 -0.091 0.469 0.137
H -2.476773 0.279448 -1.798497 0.027 -0.081 -0.045
H -4.749933 1.341164 -1.506730 0.083 0.010 0.050
H -4.531490 2.843211 0.808334 0.111 -0.137 -0.095
H -1.973388 2.310718 1.651745 -0.041 -0.096 -0.126
```
Positions in Å, forces in eV/Å.

Atom charges from the Löwdin analysis, given in e for atoms 1 to 99:
1. Co 0.34
2. C -0.06
3. C -0.24
4. C -0.04
5. C -0.10
6. C -0.07
7. C -0.33
8. C -0.03
9. C -0.15
10. N 0.03
11. C -0.48
12. O 0.02
13. C -0.18
14. C 0.01
15. C -0.04
16. C 0.00
17. C -0.19
18. N 0.03
19. C -0.48
20. O 0.01
21. N 0.05
22. C -0.21
23. C -0.20
24. C -0.03
25. C -0.06
26. C -0.10
27. C -0.07
28. C -0.21
29. C -0.06
30. H 0.07
31. H 0.00
32. H 0.09
33. H 0.10
34. H 0.09
35. H 0.11
36. H 0.10
37. H 0.02
38. H 0.09
39. H 0.12
40. H 0.10
41. H 0.12
42. H 0.04
43. H 0.09
44. H 0.08
45. H 0.10
46. H 0.09
47. H 0.10
48. H 0.07
49. H 0.09
50. H 0.01
51. C -0.08
52. O -0.18
53. C -1.38
54. S 0.76
55. S 0.82
56. H 0.09
57. H 0.09
58. H 0.08
59. C -0.12
60. C -0.10
61. C -0.12
62. C -0.29
63. C -0.12
64. C -0.10
65. Si 0.78
66. C -0.26
67. C -0.09
68. C -0.10
69. C -0.12
70. C -0.10
71. C -0.12
72. C -0.21
73. C -0.12
74. C -0.08
75. C -0.12
76. C -0.05
77. C -0.20
78. H 0.09
79. H 0.10
80. H 0.10
81. H 0.07
82. H 0.09
83. H 0.10
84. H 0.10
85. H 0.09
86. H 0.10
87. H 0.10
88. H 0.09
89. H 0.09
90. H 0.09
91. H 0.10
92. H 0.13
93. N 0.04
94. C -0.08
95. C -0.05
96. C -0.14
97. N -0.02
98. H 0.14
99. H 0.12